1.
DFT (wB97M-V/def2-TZVPD) results for the ion C5H11NO2 with charge +1 in a non-equilibrium geometry.

```
19
Properties=species:S:1:pos:R:3:nbo_charge:R:1
C 0.3495 -0.1806 0.7683 -0.51
C 0.8846 -0.8938 -0.4610 -0.47
C 2.1176 -0.2144 -1.0785 -0.06
O 3.3020 -0.2936 -0.3234 -0.70
C -0.4605 1.1195 0.3979 0.63
N -1.8800 1.1629 0.2009 -0.16
C -2.7462 -0.0693 0.4043 -0.48
O 0.0594 2.1615 0.4124 -0.35
H 1.0367 0.1146 1.5823 0.27
H -0.2867 -0.9282 1.3965 0.25
H 0.1301 -1.2377 -1.1110 0.23
H 1.2020 -1.9656 -0.2347 0.26
H 1.8485 0.8420 -1.2013 0.15
H 2.3303 -0.6415 -2.0670 0.21
H 3.2867 0.2368 0.5388 0.48
H -2.2152 1.9814 -0.3530 0.45
H -2.2715 -0.7918 -0.1759 0.26
H -2.9513 -0.4409 1.4529 0.30
H -3.7360 0.0385 -0.1487 0.27
```

As for the total charge: +1. As for the multiplicity: 2. The calculation puts the LUMO energy (spin up / spin down) at -3.8 / -9.1 eV. The expectation value of S² is 0.767.


2.
DFT (wB97M-V/def2-TZVPD) results for the molecule C5H11NO2S.

```
20
Properties=species:S:1:pos:R:3:nbo_charge:R:1
C -3.6420 -0.9797 0.2035 -0.73
S -2.6961 0.4933 -0.2655 0.16
C -1.0664 -0.0030 0.4035 -0.52
C 0.0124 0.8984 -0.1730 -0.42
C 1.4033 0.6286 0.4216 -0.16
N 2.3983 1.6375 0.0628 -0.85
C 1.9629 -0.7471 0.0022 0.78
O 1.2989 -1.7412 -0.0768 -0.59
O 3.2679 -0.7272 -0.2372 -0.67
H -3.2322 -1.8478 -0.3051 0.22
H -3.5984 -1.1105 1.2811 0.21
H -4.6663 -0.8101 -0.1111 0.23
H -0.8898 -1.0402 0.1257 0.25
H -1.1094 0.0849 1.4911 0.20
H -0.2542 1.9415 0.0255 0.21
H 0.0487 0.7623 -1.2568 0.21
H 1.3287 0.6008 1.5165 0.22
H 2.2765 2.4840 0.6055 0.38
H 2.2967 1.8877 -0.9172 0.37
H 3.5808 0.1984 -0.1213 0.51
```

As for the total charge: 0. Its SMILES is CSCC[C@H](N)C(=O)O. The calculation puts the LUMO energy at 0.6 eV.


3.
DFT (wB97M-V/def2-TZVPD) results for a cluster of 2 separate species, C5H11NO3 in total.

```
20
Properties=species:S:1:pos:R:3:nbo_charge:R:1
C 0.2881 -0.8352 2.3198 -0.11
C -0.8402 0.1263 2.0190 -0.11
O -0.1385 1.2585 1.5080 -0.55
C 1.1169 1.2785 2.1648 0.23
O 1.2966 0.0380 2.8256 -0.53
H 0.0635 -1.5979 3.0902 0.20
H 0.6323 -1.3657 1.4113 0.19
H -1.4161 0.3852 2.9282 0.17
H -1.5599 -0.2182 1.2515 0.21
H 1.9038 1.4632 1.4084 0.15
H 1.1778 2.0874 2.9182 0.15
C -0.3399 -0.8634 -3.5910 -0.72
C -0.3608 -0.5897 -2.1031 0.67
N -0.1398 0.7144 -1.7590 -0.84
O -0.5585 -1.4570 -1.2635 -0.63
H -0.5269 -1.9365 -3.7644 0.24
H 0.6397 -0.6024 -4.0255 0.23
H -1.1209 -0.2820 -4.1092 0.23
H 0.0252 1.4375 -2.4635 0.39
H -0.1425 0.9591 -0.7657 0.42
```

As for the total charge: 0. Its SMILES is C1COCO1.CC(N)=O. The calculation puts the LUMO energy at 0.8 eV.


4.
DFT (wB97M-V/def2-TZVPD) results for a cluster of 2 separate species, C5H11NO3 in total in a non-equilibrium geometry.

```
20
Properties=species:S:1:pos:R:3:nbo_charge:R:1
C 0.5119 0.2668 -1.6786 0.75
C -0.3343 0.1445 2.6425 -0.42
C 0.2979 1.6809 -1.2332 -0.69
N 0.0199 -0.4326 1.3685 -0.23
C -1.0307 -0.9349 0.5435 -0.06
C -1.0813 -0.7437 -0.7717 -0.48
O 1.1109 -1.3703 1.5240 -0.59
O 1.6752 -0.2414 -1.2638 -0.69
O 0.1270 -0.0991 -2.9054 -0.78
H 1.7025 -1.1309 0.7952 0.48
H -0.7611 -0.4979 -2.4225 0.54
H 1.9843 -0.8717 -1.9322 0.50
H -1.7587 -1.5484 1.0817 0.16
H -1.9830 -1.1677 -1.2297 0.21
H -0.4696 -0.6373 3.3979 0.18
H 0.4704 0.8114 2.9531 0.20
H -1.2478 0.7297 2.5569 0.21
H 1.0701 2.2907 -1.7158 0.22
H 0.3759 1.7292 -0.1501 0.25
H -0.6794 2.0225 -1.5604 0.23
```

As for the total charge: 0. The calculation puts the LUMO energy at 0.7 eV.


5.
DFT (wB97M-V/def2-TZVPD) results for a cluster of 2 separate species, C5H11NO3P in total in a non-equilibrium geometry.

```
21
Properties=species:S:1:pos:R:3:nbo_charge:R:1
C -0.9588 2.8502 1.0711 -0.54
C -1.0979 1.6758 0.5309 -0.30
C 0.3038 -0.7802 -1.7576 -0.44
C 2.0738 0.4056 -0.6443 -0.41
C 0.2287 -0.4316 0.6311 -0.25
N 0.9369 -0.4974 -0.5055 -0.42
O -0.5611 -2.9888 0.5540 -1.02
O -2.3090 -1.3436 -0.3623 -1.15
O -1.8136 -1.5142 2.1792 -1.16
P -1.3346 -1.4842 0.7643 2.31
H -1.7375 3.6151 1.1047 0.15
H -0.1361 3.1022 1.6089 0.16
H -1.9644 1.3252 0.0789 0.16
H 0.1790 0.2032 -2.2186 0.18
H 1.0868 -1.3780 -2.2918 0.18
H -0.6492 -1.3829 -1.5565 0.29
H 2.4828 0.1732 -1.5260 0.19
H 1.5759 1.4269 -0.6186 0.20
H 2.8048 0.3525 0.1333 0.19
H 0.8914 -0.2049 1.5423 0.21
H -0.0016 -3.1240 1.2824 0.47
```

As for the total charge: -1. The calculation puts the LUMO energy (spin up / spin down) at 3.5 / 3.5 eV.


6.
DFT (wB97M-V/def2-TZVPD) results for a cluster of 2 separate species, C5H11NO4 in total in a non-equilibrium geometry.

```
21
Properties=species:S:1:pos:R:3:nbo_charge:R:1
N -0.1390 0.3321 -0.9371 -0.93
C -1.5361 0.4473 -0.7078 0.53
O -2.1748 1.5874 -1.2822 -0.73
O -2.1795 -0.6862 -1.1861 -0.71
C -1.8177 0.5893 0.8083 0.76
O -2.6665 -0.0467 1.3770 -0.60
O -1.0700 1.5282 1.3924 -0.67
H 0.0182 0.1413 -1.9239 0.38
H 0.7256 0.9273 -0.3205 0.45
H -1.6262 1.9650 -1.9804 0.48
H -2.9485 -0.8665 -0.6239 0.50
H -1.3807 1.6561 2.3035 0.50
C 2.0147 0.5246 0.6959 -0.61
C 1.4592 -0.7277 0.6995 0.02
C 1.8624 -1.8378 -0.2057 -0.67
H 2.9445 0.6785 0.1628 0.21
H 1.9223 1.1466 1.5754 0.22
H 0.6906 -0.9664 1.4242 0.20
H 0.9871 -2.2820 -0.6768 0.24
H 2.5528 -1.4960 -0.9764 0.21
H 2.3615 -2.6146 0.3818 0.23
```

As for the total charge: 0. Its SMILES is NC(O)(O)C(=O)O.C=CC. The calculation puts the LUMO energy at 0.7 eV.


7.
DFT (wB97M-V/def2-TZVPD) results for a cluster of 2 separate species, C5H11NO8 in total in a non-equilibrium geometry.

```
25
Properties=species:S:1:pos:R:3:nbo_charge:R:1
H -0.2229 -3.7357 -1.4286 0.47
O 0.1672 -3.5280 -0.5614 -0.46
O 1.0053 -2.3729 -0.9741 -0.27
C 1.3408 -1.7589 0.2447 -0.10
C 0.1169 -1.2296 1.0916 0.04
C -0.8109 -0.1895 0.3250 0.26
C -1.8104 0.4136 1.3197 -0.64
C 0.0630 0.9184 -0.3326 -0.13
O -0.8143 1.7953 -1.0127 -0.38
N 0.0915 2.8424 -1.6033 0.71
O -0.4948 3.7016 -2.2390 -0.31
O 1.2701 2.6937 -1.3634 -0.33
O -1.4804 -0.9530 -0.6811 -0.71
O 0.4844 -0.6130 2.2417 -0.30
O 1.5460 -1.7990 3.1691 -0.48
H 1.1301 -1.4600 3.9900 0.47
H 1.9000 -2.4368 0.9030 0.21
H 1.9799 -0.9054 -0.0162 0.19
H -0.5059 -2.1275 1.2440 0.21
H -1.2680 0.9334 2.1162 0.23
H -2.4859 1.1172 0.8197 0.22
H -2.4074 -0.3922 1.7639 0.23
H 0.6127 1.4563 0.4484 0.21
H 0.7580 0.4637 -1.0498 0.21
H -1.9657 -0.3304 -1.2533 0.48
```

As for the total charge: 0. The calculation puts the LUMO energy (spin up / spin down) at -1.8 / -1.8 eV.


8.
DFT (wB97M-V/def2-TZVPD) results for the ion C5H11NOS with charge -1 in a non-equilibrium geometry.

```
19
Properties=species:S:1:pos:R:3:nbo_charge:R:1
O 1.1406 2.1389 -0.2796 -0.66
C 0.2889 1.2608 -0.2995 0.68
N -0.5661 1.0630 0.7277 -0.62
C -1.3692 -0.1425 0.8824 -0.27
C -0.5931 -1.3096 1.5007 -0.73
S -0.1244 -0.8242 3.1831 -0.47
C 0.2003 0.3736 -1.5850 -0.53
C 1.5369 0.2847 -2.3017 -0.62
H -0.5246 1.7006 1.5446 0.41
H -1.6239 -0.4458 -0.1347 0.19
H -2.2341 0.1289 1.4995 0.21
H 0.3189 -1.4486 0.9118 0.20
H -1.3308 -2.1491 1.4741 0.19
H -0.4753 -2.0016 3.8003 -0.06
H 0.0043 -0.6933 -1.4396 0.22
H -0.4690 1.0163 -2.1512 0.23
H 2.4398 0.4384 -1.5673 0.23
H 1.6178 -0.5877 -2.9119 0.20
H 1.7633 1.1973 -2.8536 0.21
```

As for the total charge: -1. As for the multiplicity: 2. The calculation puts the LUMO energy (spin up / spin down) at 3.3 / 3.2 eV. The expectation value of S² is 0.751.


Q: Look up the total charge of the eighth one.
A: -1


Q: Number 4 is which compound?
A: C5H11NO3


Copy entry 4 word for word.
DFT (wB97M-V/def2-TZVPD) results for a cluster of 2 separate species, C5H11NO3 in total in a non-equilibrium geometry.

```
20
Properties=species:S:1:pos:R:3:nbo_charge:R:1
C 0.5119 0.2668 -1.6786 0.75
C -0.3343 0.1445 2.6425 -0.42
C 0.2979 1.6809 -1.2332 -0.69
N 0.0199 -0.4326 1.3685 -0.23
C -1.0307 -0.9349 0.5435 -0.06
C -1.0813 -0.7437 -0.7717 -0.48
O 1.1109 -1.3703 1.5240 -0.59
O 1.6752 -0.2414 -1.2638 -0.69
O 0.1270 -0.0991 -2.9054 -0.78
H 1.7025 -1.1309 0.7952 0.48
H -0.7611 -0.4979 -2.4225 0.54
H 1.9843 -0.8717 -1.9322 0.50
H -1.7587 -1.5484 1.0817 0.16
H -1.9830 -1.1677 -1.2297 0.21
H -0.4696 -0.6373 3.3979 0.18
H 0.4704 0.8114 2.9531 0.20
H -1.2478 0.7297 2.5569 0.21
H 1.0701 2.2907 -1.7158 0.22
H 0.3759 1.7292 -0.1501 0.25
H -0.6794 2.0225 -1.5604 0.23
```

As for the total charge: 0. The calculation puts the LUMO energy at 0.7 eV.


Q: The highest total charge belongs to which entry?
A: C5H11NO2